No. 1
Computed, not measured: a structure of composition C48H43BrIrN3P2S, with ωB97M-V/def2-TZVPD.

Values from the calculation:
Gap between HOMO and LUMO: 5.52 eV
Highest occupied orbital energy: -12.24 eV
Largest force on an atom: 1.5 eV/Å
Energy relative to the best compared isomer or geometry (same formula, charge and spin): 207.1 kJ/mol
Charge: +2
Calculated total energy: -157222.948 eV

Geometry as XYZ:
```
99
Properties=species:S:1:pos:R:3:forces:R:3
Ir 0.959813 0.490702 -0.236875 -0.430 0.623 -0.004
C 2.648909 2.955701 -2.177552 0.129 0.231 -0.246
P 0.846100 3.348392 -2.112518 -0.082 -0.353 0.340
C -0.141647 1.816039 -2.183561 0.517 0.189 0.235
C 0.429366 0.700509 -2.793072 0.021 -0.186 0.238
C -0.262327 -0.264814 -3.668463 0.021 -0.069 -0.095
C -1.520429 -0.695927 -3.605259 -0.011 -0.008 0.152
C -2.410676 -0.376870 -2.445792 0.435 0.315 -0.036
C -1.529381 2.057518 -1.905170 -0.487 0.693 -1.145
C 0.577486 4.082516 -0.453456 0.032 0.127 0.012
C -0.203640 3.578312 0.584125 -0.063 -0.022 -0.044
C -0.348278 4.279878 1.773477 0.015 0.012 0.012
C 0.292024 5.496888 1.949903 0.023 0.009 -0.032
C 1.059926 6.020484 0.918015 -0.014 -0.001 0.031
C 1.185689 5.328013 -0.274460 0.026 -0.014 -0.039
C 3.289397 1.651259 -1.838581 -0.120 -0.029 0.111
C 4.519611 1.211718 -2.271144 -0.014 0.156 -0.046
C 4.886684 0.108484 -1.464204 0.061 -0.065 0.170
C 3.865264 -0.071639 -0.571202 -0.171 -0.024 -0.025
C 3.621468 -0.993606 0.576933 0.036 0.067 -0.001
P 1.899503 -1.475826 0.305646 -0.132 -0.150 -0.014
C 1.245533 -2.288114 1.775480 0.083 -0.030 0.012
C 1.739854 -1.972324 3.042923 0.097 -0.102 0.016
C 1.277595 -2.650925 4.159192 -0.011 -0.008 -0.023
C 0.311717 -3.640687 4.020492 0.018 0.001 0.013
C -0.188861 -3.955091 2.764777 -0.002 0.015 0.000
C 0.280199 -3.286002 1.644447 -0.109 0.068 -0.023
C 1.968014 -2.759115 -0.951148 0.139 -0.125 0.109
C 2.541997 -3.977020 -0.568172 -0.033 -0.040 -0.030
C 2.741823 -4.970782 -1.509557 -0.015 0.009 -0.008
C 2.375932 -4.759231 -2.834665 0.004 -0.002 0.004
C 1.814723 -3.551385 -3.216359 -0.009 -0.013 0.004
C 1.616376 -2.552999 -2.273872 0.028 0.068 -0.021
N 2.859566 0.844166 -0.817290 0.074 -0.068 -0.108
H 3.051435 3.734733 -1.518297 0.012 0.003 -0.017
H 2.971136 3.242149 -3.181175 -0.029 -0.029 -0.004
H 1.489123 0.779735 -3.007657 -0.004 0.044 -0.081
H 0.355649 -0.645579 -4.475428 -0.012 0.100 -0.051
H -1.906616 -1.353649 -4.372955 0.004 -0.004 -0.011
H -3.396146 -0.826560 -2.542233 0.068 -0.189 0.050
H -1.809914 2.968810 -1.396162 0.247 -0.258 0.600
H -0.739531 2.643858 0.467711 0.038 -0.031 0.017
H -0.969895 3.873379 2.562131 -0.007 -0.002 0.001
H 0.176653 6.048553 2.873291 -0.004 -0.010 0.006
H 1.544488 6.980825 1.031850 -0.001 0.000 0.009
H 1.762811 5.772795 -1.078281 -0.004 -0.013 -0.006
H 5.120635 1.676172 -3.036855 0.002 0.010 0.005
H 5.806168 -0.451456 -1.510609 0.000 -0.011 0.002
H 3.714140 -0.457031 1.525967 0.025 -0.041 0.034
H 4.264696 -1.872306 0.607633 0.005 0.012 -0.088
H 2.505385 -1.216331 3.168982 -0.006 0.008 -0.016
H 1.682127 -2.418033 5.135441 0.002 -0.005 0.004
H -0.037694 -4.178199 4.892233 -0.003 -0.003 0.000
H -0.929147 -4.736130 2.652682 -0.007 0.005 0.000
H -0.096343 -3.556225 0.664578 0.023 -0.008 -0.003
H 2.830817 -4.157279 0.460725 -0.005 0.021 0.007
H 3.185701 -5.910940 -1.211840 0.004 0.001 0.000
H 2.539029 -5.537505 -3.567991 -0.006 0.000 -0.003
H 1.540074 -3.380853 -4.249067 0.001 -0.004 -0.002
H 1.198441 -1.605835 -2.566683 0.009 -0.006 0.000
C -1.076230 0.137991 4.740270 -0.032 0.051 0.037
C -0.000284 0.821543 3.948488 0.044 0.036 -0.017
C 0.872579 1.759101 4.489928 -0.075 -0.086 -0.074
C 1.854716 2.290804 3.685551 0.084 0.073 -0.015
C 1.967406 1.915979 2.350619 -0.015 -0.025 0.161
Br 3.366999 2.753390 1.436333 -0.021 -0.008 -0.102
N 1.124616 1.018435 1.800979 0.124 -0.094 -0.008
C 0.184675 0.495218 2.622351 -0.129 -0.081 -0.153
H -1.214035 0.615379 5.708392 0.005 -0.001 0.000
H -0.818125 -0.908544 4.911511 0.008 0.000 -0.003
H -2.031752 0.165532 4.215317 0.001 -0.010 -0.006
H 0.788522 2.065151 5.525087 0.010 -0.002 0.005
H 2.556183 3.018848 4.064976 -0.012 -0.008 0.027
H -0.445708 -0.253604 2.166564 0.017 0.039 0.028
N -1.100483 -0.065905 0.098687 0.456 -0.159 0.146
S -1.533664 -1.135490 -0.998968 -0.077 -0.599 0.038
C -2.764997 -2.232732 -0.317214 -0.051 0.188 0.144
C -2.941563 -2.300070 1.055698 -0.073 0.085 0.041
C -3.834115 -3.227733 1.576326 -0.008 -0.024 -0.019
C -4.518648 -4.088131 0.731181 0.024 0.024 -0.008
C -4.312936 -4.026229 -0.641966 -0.017 -0.011 0.031
C -3.432001 -3.099516 -1.174462 -0.002 -0.040 -0.065
C -2.647975 1.104252 -2.163617 -0.901 -0.789 0.486
C -3.833762 1.296622 -1.282607 -0.094 0.251 -0.125
C -4.687654 2.303280 -1.489723 0.154 0.072 0.197
C -4.458197 3.283071 -2.536032 -0.211 0.238 -0.069
C -3.404963 3.202582 -3.357535 -0.284 -0.155 -0.193
C -2.480794 2.088677 -3.245014 1.344 0.575 0.412
H -1.832592 0.421857 0.605121 -0.051 0.137 -0.209
H -2.395210 -1.640795 1.717679 0.017 0.001 -0.026
H -3.991965 -3.275912 2.645497 0.003 -0.003 0.003
H -5.211486 -4.811091 1.139249 -0.004 0.002 0.004
H -4.840433 -4.702676 -1.300266 0.007 0.001 -0.009
H -3.267511 -3.074283 -2.245153 0.013 0.015 0.009
H -3.976202 0.612655 -0.451261 -0.115 -0.186 -0.192
H -5.554889 2.426221 -0.854787 0.012 -0.022 0.031
H -5.174155 4.085378 -2.652605 0.018 0.016 0.015
H -3.266401 3.913231 -4.160020 0.028 0.004 -0.015
H -1.769515 1.902193 -4.035604 -0.600 -0.368 -0.482
```
Positions in Å, forces in eV/Å.

No. 2
Computed, not measured: a cluster of 5 separate species, CH12O4S2 in total, with ωB97M-V/def2-TZVPD.

Values from the calculation:
Gap between HOMO and LUMO (spin up / spin down): 9.24 / 5.78 eV
Highest occupied orbital energy (spin up / spin down): -14.45 / -14.37 eV
Largest force on an atom: 4.6 eV/Å
Energy relative to the best compared isomer or geometry (same formula, charge and spin): 163.3 kJ/mol
<S²>: 0.7542
Charge: +1
Spin multiplicity: 2
Calculated total energy: -31082.771 eV

Geometry as XYZ:
```
19
Properties=species:S:1:pos:R:3:forces:R:3
C 1.823545 2.226702 1.471993 3.467 -0.634 -0.126
S 2.024525 0.863001 0.343879 -1.887 0.358 -1.168
S 0.683368 1.516713 -1.196103 -0.184 -1.329 1.817
H 2.438191 1.933102 2.331464 -0.135 -0.091 0.079
H 2.417812 3.053028 1.038789 -0.933 0.204 0.084
H 0.836417 2.339217 1.781176 -1.764 0.613 0.020
H -0.317440 0.565667 -0.818568 1.872 1.117 -0.907
H 1.285353 -2.299973 -2.335401 1.468 -1.152 -0.724
H 0.402011 -2.099545 -1.147923 -0.275 -0.891 1.526
O 0.580993 -1.790529 -2.011107 -1.251 2.050 -0.589
H -0.354390 -1.363476 1.200768 0.383 -0.748 1.043
H 0.147311 -2.185004 2.468566 -0.186 0.135 0.750
O 0.174110 -2.137802 1.523863 0.153 0.465 -1.687
H -2.181516 -0.545326 1.377515 -0.287 0.088 -0.708
H -1.501245 -0.015005 -0.011063 -1.628 -0.570 1.368
O -1.451663 -0.057836 0.975259 0.896 0.559 -0.696
H -1.496478 -0.001502 -2.440741 -3.333 -0.335 1.095
H -3.085102 -0.004019 -2.609941 -0.921 -0.016 -1.074
O -2.425804 0.002585 -1.942426 4.546 0.176 -0.102
```
Positions in Å, forces in eV/Å.

No. 3
Computed, not measured: a cluster of 2 separate species, CH2NP in total, with ωB97M-V/def2-TZVPD.

Values from the calculation:
Gap between HOMO and LUMO (spin up / spin down): 8.97 / 8.98 eV
Highest occupied orbital energy (spin up / spin down): -9.88 / -9.88 eV
Largest force on an atom: 3.6 eV/Å
Energy relative to the best compared isomer or geometry (same formula, charge and spin): 491.5 kJ/mol
Calculated total energy: -11842.051 eV

Geometry as XYZ:
```
5
Properties=species:S:1:pos:R:3:forces:R:3
C -2.064525 -0.397381 -0.088276 -3.276 1.380 0.139
N 2.739789 0.185266 -0.894330 -0.482 0.564 -2.878
P 2.960537 -0.083923 0.500395 0.475 -0.564 2.888
H -2.567893 0.576844 0.326736 0.627 -1.527 -0.694
H -1.067908 -0.280806 0.155474 2.657 0.147 0.545
```
Positions in Å, forces in eV/Å.

No. 4
Computed, not measured: a structure of composition C4H6S2, with ωB97M-V/def2-TZVPD.

Values from the calculation:
Gap between HOMO and LUMO: 7.91 eV
Highest occupied orbital energy: -8.87 eV
Largest force on an atom: 4.6 eV/Å
Energy relative to the best compared isomer or geometry (same formula, charge and spin): 452.4 kJ/mol
Calculated total energy: -25910.603 eV

Geometry as XYZ:
```
12
Properties=species:S:1:pos:R:3:forces:R:3
C 1.819858 -1.002678 0.331737 -1.129 -3.370 1.729
C -0.486141 0.468190 -0.134591 -0.895 1.917 -0.467
C -0.835946 1.740817 0.151364 3.146 0.489 0.764
C -1.548414 -0.415680 -0.573470 3.452 -3.047 -0.439
H 2.245087 -0.509056 1.381344 -0.363 -2.400 -2.732
H 2.525281 -1.743554 -0.545311 -1.951 2.252 3.550
H 0.629048 -1.621889 0.664980 4.231 1.358 -0.915
H -1.788155 2.143763 -0.227052 0.553 0.215 1.018
H 0.179617 2.193391 0.599095 -3.109 0.522 -1.090
H -0.916719 -1.310683 -1.087950 -2.518 1.379 0.418
S 1.232517 0.382726 -0.504478 -0.878 0.988 -1.407
S -3.056035 -0.325348 -0.055664 -0.538 -0.302 -0.428
```
Positions in Å, forces in eV/Å.

No. 5
Computed, not measured: a structure of composition C29H46N2O3S5Si4Sr, with ωB97M-V/def2-TZVPD.

Values from the calculation:
Gap between HOMO and LUMO: 4.19 eV
Highest occupied orbital energy: -0.49 eV
Largest force on an atom: 0.9 eV/Å
Energy relative to the best compared isomer or geometry (same formula, charge and spin): 64.8 kJ/mol
Charge: -2
Calculated total energy: -126472.952 eV

Geometry as XYZ:
```
90
Properties=species:S:1:pos:R:3:forces:R:3
Sr -1.199804 -0.320424 -0.817521 0.144 -0.382 0.764
S -3.975913 6.878362 0.175217 -0.089 0.249 0.043
C -3.363744 5.352604 -0.051056 0.116 -0.378 -0.091
S -4.306210 3.997113 -0.540280 0.373 0.099 0.096
C -3.038605 2.766366 -0.567884 0.013 0.473 0.126
C -1.801644 3.205389 -0.220202 -0.410 0.391 -0.007
S -0.311803 2.335382 -0.092886 0.417 -0.062 0.341
S -1.709633 4.930236 0.164893 -0.261 -0.206 -0.038
S -3.582891 1.192266 -1.033489 -0.514 -0.265 -0.012
O 2.161681 -6.746398 2.643433 -0.120 -0.140 -0.161
C 2.243473 -6.755317 1.264943 0.127 -0.244 0.204
O 2.890859 -7.652375 0.765160 0.018 -0.011 -0.060
C 1.567046 -5.693453 0.557351 -0.143 0.247 -0.281
C 0.697377 -4.746488 1.151247 -0.087 -0.341 -0.109
C 0.111499 -3.751421 0.425471 -0.025 0.074 0.074
C 0.332981 -3.586568 -0.982669 -0.014 0.249 -0.304
C 1.207534 -4.564222 -1.576956 -0.026 -0.069 -0.130
C 1.783991 -5.554580 -0.835674 0.014 -0.042 0.236
N -0.220077 -2.562276 -1.612130 -0.217 -0.142 0.535
C -0.173831 -2.474030 -3.005259 0.098 -0.108 -0.520
C -0.256644 -1.282689 -3.681227 0.207 -0.328 0.265
C -0.246402 -1.221800 -5.126805 -0.024 0.126 -0.240
C -0.285819 -0.027578 -5.766979 -0.019 -0.145 0.170
C -0.360139 1.180255 -5.013807 0.050 0.133 0.062
C -0.376077 1.068807 -3.645556 0.119 0.225 -0.423
N -0.313171 -0.084670 -2.968974 0.180 0.103 -0.700
H 1.720387 -5.935047 2.915617 -0.032 -0.134 -0.127
H 0.436755 -4.815291 2.205271 0.155 -0.092 -0.476
H -0.570329 -3.057031 0.910092 0.050 -0.121 -0.218
H 1.444293 -4.479880 -2.628602 -0.008 0.012 0.000
H 2.459463 -6.262544 -1.300916 0.002 0.004 -0.032
H -0.133225 -3.389212 -3.593174 0.036 0.024 0.019
H -0.191153 -2.155749 -5.675228 -0.003 0.012 -0.016
H -0.261422 0.019230 -6.851118 -0.013 -0.073 -0.012
H -0.398185 2.148165 -5.494058 -0.021 0.001 0.036
H -0.425105 1.962438 -3.027554 -0.039 -0.026 0.006
C 3.259434 1.215614 1.070765 -0.272 -0.102 0.132
C 2.712293 -0.210727 1.137112 0.555 -0.088 -0.209
C 3.768206 -1.171850 1.686463 -0.202 0.064 -0.052
C 2.296624 -0.683940 -0.248426 -0.214 -0.056 0.184
O 1.550448 -0.249097 1.963152 -0.334 0.168 -0.492
H 3.992113 1.302305 0.267022 0.032 -0.018 0.027
H 3.739332 1.491326 2.013003 0.012 0.053 -0.013
H 2.436130 1.904532 0.870781 0.038 0.038 -0.019
H 4.693914 -1.073612 1.117937 0.038 -0.003 0.022
H 3.413578 -2.199312 1.601314 0.086 0.078 -0.025
H 3.975024 -0.953978 2.736893 0.062 -0.034 -0.006
H 3.172854 -0.849917 -0.874768 0.014 0.009 -0.047
H 1.663440 0.046084 -0.756166 0.001 0.112 -0.016
H 1.754842 -1.628349 -0.161573 0.073 0.030 -0.070
C -0.816724 2.578902 4.134530 0.129 -0.162 -0.191
Si -0.863514 0.689379 4.055536 -0.440 0.135 0.750
C -1.175118 0.107718 5.852812 0.192 -0.072 -0.129
C -2.410554 0.113276 3.133815 0.439 -0.066 -0.301
Si 1.275213 -0.216661 3.588254 0.125 -0.032 0.062
Si 2.784255 1.163544 4.830652 0.530 0.489 0.553
C 2.771551 3.019089 4.391847 -0.267 -0.261 -0.230
C 2.337233 1.119461 6.683030 -0.195 -0.191 -0.182
C 4.624420 0.647057 4.801509 -0.274 -0.220 -0.215
Si 1.208575 -2.500870 4.223091 -0.196 -0.642 0.466
C 1.261572 -2.739216 6.112659 -0.037 0.207 -0.119
C -0.482644 -3.141945 3.629546 -0.019 0.368 0.231
C 2.491029 -3.719888 3.528330 0.094 0.644 -0.066
H -1.824611 2.997788 4.164903 -0.059 -0.073 0.009
H -0.322336 2.987515 3.252087 -0.005 0.058 -0.060
H -0.281487 2.923881 5.024127 -0.012 -0.072 -0.033
H -1.958602 0.709304 6.320632 -0.026 0.046 -0.058
H -0.279495 0.185515 6.475417 -0.079 -0.002 -0.002
H -1.500861 -0.936124 5.876594 0.007 0.022 -0.016
H -3.304079 0.479907 3.644713 0.071 0.066 0.060
H -2.479401 -0.976475 3.081599 0.033 0.032 0.035
H -2.435785 0.507289 2.116542 -0.079 0.077 -0.087
H 1.895883 3.506658 4.824425 0.012 -0.022 -0.011
H 2.724873 3.187524 3.314334 0.008 0.015 0.000
H 3.659309 3.530814 4.770663 0.063 -0.137 0.072
H 1.367931 1.589994 6.864292 0.020 -0.006 -0.004
H 3.080488 1.660590 7.273513 0.075 0.027 -0.092
H 2.285139 0.096436 7.066205 -0.008 0.024 0.010
H 5.081174 0.798904 3.821041 -0.018 -0.024 0.015
H 4.736963 -0.410442 5.058509 0.028 0.008 -0.020
H 5.200976 1.227067 5.525935 -0.125 0.084 0.055
H 0.467779 -2.169002 6.602021 0.034 -0.017 -0.002
H 2.213502 -2.408430 6.536760 0.016 -0.012 -0.032
H 1.128522 -3.791748 6.375795 -0.001 -0.026 -0.066
H -1.278842 -2.850811 4.318860 0.019 0.046 0.041
H -0.504066 -4.229081 3.526909 -0.119 0.177 0.272
H -0.721347 -2.713268 2.652829 -0.008 -0.095 0.287
H 3.514860 -3.446254 3.794458 -0.016 -0.039 0.056
H 2.431662 -3.765705 2.438269 0.088 -0.020 0.206
H 2.304910 -4.724944 3.915958 0.055 0.303 0.299
```
Positions in Å, forces in eV/Å.

No. 6
Computed, not measured: a structure of composition C6H9N, with ωB97M-V/def2-TZVPD.

Values from the calculation:
Gap between HOMO and LUMO: 9.14 eV
Highest occupied orbital energy: -8.14 eV
Largest force on an atom: 0.4 eV/Å
Energy relative to the best compared isomer or geometry (same formula, charge and spin): 521.2 kJ/mol
Calculated total energy: -7852.758 eV

Geometry as XYZ:
```
16
Properties=species:S:1:pos:R:3:forces:R:3
C 1.931724 0.896738 0.500135 -0.174 0.079 0.312
C 1.140443 -0.329601 0.641040 0.096 -0.097 0.097
C -0.385303 -0.363542 0.926773 -0.016 0.004 0.263
C -0.888376 -1.175542 -0.302708 -0.017 -0.173 -0.078
C -0.405479 0.101865 -1.036884 -0.098 0.063 -0.199
C -0.938878 0.874886 0.182336 -0.005 0.190 0.016
N 1.053823 -0.068432 -0.816821 -0.042 0.039 -0.106
H 1.823866 0.475610 -1.224379 -0.125 -0.119 -0.298
H 1.272924 1.767943 0.625829 0.098 -0.127 0.035
H 1.652602 -1.261637 0.899027 -0.084 0.164 -0.014
H -0.675197 -0.609810 1.949721 0.047 0.033 -0.169
H -0.371356 -2.107608 -0.550011 -0.045 0.135 0.036
H -1.973565 -1.309563 -0.321250 0.182 0.053 0.005
H -0.655410 0.340718 -2.071759 0.069 -0.033 0.169
H -0.550837 1.871499 0.399301 -0.049 -0.162 -0.044
H -2.030981 0.896478 0.199654 0.162 -0.047 -0.025
```
Positions in Å, forces in eV/Å.

Q: Which of these has the highest calculated total energy?
A: C6H9N